#one
Density functional theory data (ωB97M-V with the def2-TZVPD basis set) for 2 unconnected molecules or ions with the total composition C3H7O3.

Output
Orbital gap (eV): 8.183
Net charge: -1
HOMO (Eh): -0.15474
LUMO level (eV): 3.972

The geometry in XYZ format:
```
13
C3H7O3 | the Open Molecules 2025 dataset | ωB97M-V with the def2-TZVPD basis set
C 1.283 0.054 -1.792
O -0.060 0.475 -1.823
H -0.542 -0.187 -1.263
H 1.961 0.881 -2.050
H 1.617 -0.264 -0.804
H 1.509 -0.683 -2.547
C -0.541 0.493 1.603
C -1.297 -0.796 1.298
O -1.180 -1.255 0.137
O -1.791 -1.385 2.291
H -0.376 1.097 0.697
H 0.489 0.388 1.980
H -1.073 1.182 2.272
```

Atom charges from the Löwdin analysis, given in e for atoms 1 to 2: C -0.208; O -0.158


#two
Density functional theory data (ωB97M-V with the def2-TZVPD basis set) for 2 unconnected molecules or ions with the total composition C3H7O3.

Output
Orbital gap (eV): 8.290
Net charge: -1
HOMO (Eh): -0.15572
LUMO level (eV): 4.053

The geometry in XYZ format:
```
13
C3H7O3 | the Open Molecules 2025 dataset | ωB97M-V with the def2-TZVPD basis set
C -1.191 0.646 -1.043
C -0.470 1.267 0.194
O -0.475 0.484 1.179
O 0.105 2.369 0.049
H -1.223 -0.425 -0.842
H -0.602 0.656 -1.980
H -2.140 1.072 -1.358
C 1.354 -1.713 -0.483
O 0.527 -2.406 0.460
H 0.159 -1.710 0.998
H 2.169 -1.207 0.050
H 0.761 -0.869 -0.828
H 1.712 -2.409 -1.235
```

Atom charges from the Löwdin analysis, given in e for atoms 1 to 2: C -0.071; C -0.782


#three
Density functional theory data (ωB97M-V with the def2-TZVPD basis set) for 2 unconnected molecules or ions with the total composition C3H7O3.

Output
Orbital gap (eV): 7.721
Net charge: -1
HOMO (Eh): -0.14255
LUMO level (eV): 3.842

The geometry in XYZ format:
```
13
C3H7O3 | the Open Molecules 2025 dataset | ωB97M-V with the def2-TZVPD basis set
C 1.301 0.538 -1.646
C 0.922 -0.936 -1.349
O -0.232 -1.298 -1.664
O 1.838 -1.604 -0.821
H 1.782 0.573 -2.627
H 1.998 0.935 -0.901
H 0.433 1.209 -1.707
C -1.693 0.004 1.855
O -0.296 0.072 2.032
H 0.148 0.563 1.336
H -2.049 -0.563 2.718
H -2.188 0.988 1.864
H -1.964 -0.481 0.911
```

Atom charges from the Löwdin analysis, given in e for atoms 1 to 2: C -0.078; C -0.825


Energies relative to the minimum, eV: #one 0.000; #two 0.295; #three 0.396


#one
Density functional theory data (ωB97M-V with the def2-TZVPD basis set) for 2 unconnected molecules or ions with the total composition C3H7O3.

Output
Orbital gap (eV): 8.465
Net charge: -1
HOMO (Eh): -0.15632
LUMO level (eV): 4.212

The geometry in XYZ format:
```
13
C3H7O3 | the Open Molecules 2025 dataset | ωB97M-V with the def2-TZVPD basis set
C 2.367 0.814 -1.179
O 1.578 1.692 -0.371
H 0.750 1.244 -0.151
H 1.663 0.096 -1.609
H 3.235 0.443 -0.641
H 2.683 1.417 -2.043
C -2.231 -0.758 1.368
C -1.115 -0.867 0.228
O -0.828 -2.029 -0.105
O -0.742 0.250 -0.211
H -2.120 0.201 1.854
H -2.085 -1.587 2.049
H -3.155 -0.915 0.812
```

Atom charges from the Löwdin analysis, given in e for atoms 1 to 2: C -0.174; O -0.169


#two
Density functional theory data (ωB97M-V with the def2-TZVPD basis set) for 2 unconnected molecules or ions with the total composition C3H7O3.

Output
Orbital gap (eV): 7.813
Net charge: -1
HOMO (Eh): -0.14391
LUMO level (eV): 3.897

The geometry in XYZ format:
```
13
C3H7O3 | the Open Molecules 2025 dataset | ωB97M-V with the def2-TZVPD basis set
C 1.194 1.006 -0.096
C 0.621 0.588 -1.469
O -0.329 1.264 -1.924
O 1.155 -0.388 -2.045
H 1.697 0.090 0.333
H 0.537 1.392 0.629
H 2.002 1.758 -0.147
C -0.905 -1.185 0.659
O -2.006 -0.679 1.368
H -2.306 0.173 1.008
H -0.756 -0.967 -0.410
H -0.857 -2.275 0.875
H -0.048 -0.776 1.219
```

Atom charges from the Löwdin analysis, given in e for atoms 1 to 2: C -0.080; C -0.837


#three
Density functional theory data (ωB97M-V with the def2-TZVPD basis set) for 2 unconnected molecules or ions with the total composition C3H7O3.

Output
Orbital gap (eV): 7.710
Net charge: -1
HOMO (Eh): -0.14805
LUMO level (eV): 3.681

The geometry in XYZ format:
```
13
C3H7O3 | the Open Molecules 2025 dataset | ωB97M-V with the def2-TZVPD basis set
C -0.468 0.206 2.287
O 0.290 -0.044 3.499
H 1.164 0.345 3.443
H -1.135 1.046 2.510
H 0.143 0.446 1.435
H -1.047 -0.692 2.116
C 0.301 1.172 -2.193
C 0.027 -0.270 -1.630
O -0.326 -0.356 -0.432
O 0.163 -1.169 -2.485
H 0.722 1.037 -3.185
H 0.946 1.774 -1.562
H -0.665 1.674 -2.290
```

Atom charges from the Löwdin analysis, given in e for atoms 1 to 2: C -0.148; O -0.164


Energies relative to the minimum, eV: #one 0.000; #two 0.604; #three 0.395


#one
Density functional theory data (ωB97M-V with the def2-TZVPD basis set) for a molecular structure, C5H6S2.

Output
Orbital gap (eV): 9.126
HOMO (Eh): -0.30816
LUMO level (eV): 0.741

The geometry in XYZ format:
```
13
C5H6S2 | the Open Molecules 2025 dataset | ωB97M-V with the def2-TZVPD basis set
C 0.139 -1.808 -0.491
C -0.983 -0.725 -0.469
C 0.876 -0.846 0.459
C 1.112 0.333 -0.515
C -0.224 0.415 -1.189
H 0.514 -2.001 -1.527
H -0.177 -2.729 0.015
H -1.989 -0.908 -0.768
H 1.776 -1.234 0.984
H 2.048 0.391 -1.075
H -0.309 0.578 -2.232
S -0.706 -0.547 1.358
S 0.244 1.903 -0.244
```

Atom charges from the Löwdin analysis, given in e for atoms 1 to 2: C -0.228; C -0.491


#two
Density functional theory data (ωB97M-V with the def2-TZVPD basis set) for 2 unconnected molecules or ions with the total composition C5H6S2.

Output
Orbital gap (eV): 9.003
HOMO (Eh): -0.33077
LUMO level (eV): 0.002

The geometry in XYZ format:
```
13
C5H6S2 | the Open Molecules 2025 dataset | ωB97M-V with the def2-TZVPD basis set
C 0.634 0.542 0.305
C 0.844 -0.484 -0.296
C -2.225 0.096 -0.086
C 0.575 1.786 1.061
C 0.824 -1.732 -0.987
S -2.545 -0.914 1.038
S -2.030 1.051 -1.292
H -0.471 2.257 0.867
H 1.485 2.261 0.898
H 0.720 1.521 2.080
H 1.741 -2.173 -1.128
H 0.237 -1.619 -1.956
H 0.212 -2.592 -0.504
```

Atom charges from the Löwdin analysis, given in e for atoms 1 to 2: C -0.184; C -0.150


Energies relative to the minimum, eV: #one 0.000; #two 0.657


#one
Density functional theory data (ωB97M-V with the def2-TZVPD basis set) for C3H2N4 in the gas phase.

Output
Orbital gap (eV): 10.904
HOMO (Eh): -0.40535
Structure (SMILES): N#Cc1cn[nH]n1
LUMO level (eV): -0.127

The geometry in XYZ format:
```
9
C3H2N4 | the Open Molecules 2025 dataset | ωB97M-V with the def2-TZVPD basis set
N -0.940 -0.648 2.934
C -0.639 -0.502 1.817
C -0.240 -0.270 0.469
C 0.608 0.747 -0.010
N 0.816 0.542 -1.291
N 0.027 -0.638 -1.587
N -0.649 -1.038 -0.546
H 1.077 1.558 0.530
H -0.116 0.212 -2.333
```

Atom charges from the Löwdin analysis, given in e for atoms 1 to 2: N 0.165; C -0.152


#two
Density functional theory data (ωB97M-V with the def2-TZVPD basis set) for C3H2N4 in the gas phase.

Output
Orbital gap (eV): 10.436
HOMO (Eh): -0.38873
Structure (SMILES): N#Cc1cnn[nH]1
LUMO level (eV): -0.142

The geometry in XYZ format:
```
9
C3H2N4 | the Open Molecules 2025 dataset | ωB97M-V with the def2-TZVPD basis set
C 1.722 0.126 -0.019
C 0.310 0.337 0.045
C -0.804 1.190 -0.016
H -0.868 2.248 0.265
H 0.225 -1.817 0.098
N 2.855 -0.012 -0.024
N -1.919 0.410 -0.065
N -1.644 -0.883 0.009
N -0.252 -0.993 0.020
```

Atom charges from the Löwdin analysis, given in e for atoms 1 to 2: C -0.192; C -0.181


#three
Density functional theory data (ωB97M-V with the def2-TZVPD basis set) for 2 unconnected molecules or ions with the total composition C3H2N4.

Output
Orbital gap (eV): 9.773
HOMO (Eh): -0.34155
LUMO level (eV): 0.479

The geometry in XYZ format:
```
9
C3H2N4 | the Open Molecules 2025 dataset | ωB97M-V with the def2-TZVPD basis set
C 0.109 2.911 -0.505
C -0.052 1.788 -0.202
C -0.216 -2.689 -0.541
N -0.768 -1.840 -1.048
N 0.430 -1.040 1.801
N 0.202 -0.132 1.113
N -0.282 0.860 0.682
H 0.228 3.728 -1.169
H 0.348 -3.585 -0.131
```

Atom charges from the Löwdin analysis, given in e for atoms 1 to 2: C 0.106; C -0.212


#four
Density functional theory data (ωB97M-V with the def2-TZVPD basis set) for C3H2N4 in the gas phase.

Output
Orbital gap (spin up / spin down) (eV): 8.921 / 8.920
HOMO (spin up / spin down) (Eh): -0.34587 / -0.34586
LUMO level (spin up / spin down) (eV): -0.491 / -0.491

The geometry in XYZ format:
```
9
C3H2N4 | the Open Molecules 2025 dataset | ωB97M-V with the def2-TZVPD basis set
N 2.725 0.870 0.944
C 1.711 0.947 0.394
C 0.637 -0.336 -0.939
C -0.553 -0.956 -0.607
N -1.274 -0.123 0.194
N -0.672 0.980 0.515
N 0.487 0.837 -0.203
H -0.861 -1.966 -0.811
H -2.219 -0.267 0.531
```

Atom charges from the Löwdin analysis, given in e for atoms 1 to 2: N 0.173; C -0.283


Energies relative to the minimum, eV: #one 1.069; #two 0.000; #three 3.598; #four 2.570


#one
Density functional theory data (ωB97M-V with the def2-TZVPD basis set) for CH2ClNO2 in the gas phase.

Output
Orbital gap (eV): 12.051
HOMO (Eh): -0.41828
Structure (SMILES): NOC(=O)Cl
LUMO level (eV): 0.670

The geometry in XYZ format:
```
7
CH2ClNO2 | the Open Molecules 2025 dataset | ωB97M-V with the def2-TZVPD basis set
C -2.338 -0.376 0.024
N -0.075 0.339 0.437
O -2.055 -1.520 -0.178
O -1.470 0.621 0.326
Cl -3.866 0.361 0.017
H 0.175 0.162 -0.530
H 0.121 -0.618 0.663
```

Atom charges from the Löwdin analysis, given in e for atoms 1 to 2: C -0.959; N 0.085


#two
Density functional theory data (ωB97M-V with the def2-TZVPD basis set) for 2 unconnected molecules or ions with the total composition CH2ClNO2.

Output
Orbital gap (eV): 10.297
HOMO (Eh): -0.37076
Structure (SMILES): O=C=NO.Cl
LUMO level (eV): 0.208

The geometry in XYZ format:
```
7
CH2ClNO2 | the Open Molecules 2025 dataset | ωB97M-V with the def2-TZVPD basis set
C 0.663 -0.906 -0.622
N 0.582 0.249 -0.949
O 0.780 -2.094 -0.492
O 0.035 1.341 -0.411
Cl -0.938 -0.669 2.055
H 0.416 2.191 -0.701
H -1.538 -0.112 1.120
```

Atom charges from the Löwdin analysis, given in e for atoms 1 to 2: C -0.335; N 0.017


Energies relative to the minimum, eV: #one 0.000; #two 0.881


#one
Density functional theory data (ωB97M-V with the def2-TZVPD basis set) for a gas-phase ion, C8H11O2 (charge -1).

Output
Orbital gap (spin up / spin down) (eV): 6.545 / 6.342
Net charge: -1
HOMO (spin up / spin down) (Eh): -0.09954 / -0.09442
LUMO level (spin up / spin down) (eV): 3.837 / 3.772

The geometry in XYZ format:
```
21
C8H11O2 | the Open Molecules 2025 dataset | ωB97M-V with the def2-TZVPD basis set
C -0.846 0.011 -0.073
C 0.568 1.535 1.507
C 0.348 0.335 -0.558
C 1.439 0.733 0.613
C 2.677 1.405 0.108
C 1.702 -0.538 1.394
C -2.742 -0.758 -1.549
C -2.257 0.147 -0.346
O 0.407 2.733 1.671
O 0.950 -0.086 -1.561
H 2.570 1.505 -0.973
H 3.566 0.762 -0.027
H 2.867 2.313 0.673
H 2.536 -0.386 2.040
H 1.923 -1.365 0.702
H 0.796 -0.857 2.083
H -3.823 -0.635 -1.557
H -2.557 -1.898 -1.325
H -2.440 -0.450 -2.545
H -2.879 -0.056 0.462
H -2.359 1.161 -0.714
```

Atom charges from the Löwdin analysis, given in e for atoms 1 to 2: C -0.008; C -0.144


#two
Density functional theory data (ωB97M-V with the def2-TZVPD basis set) for 2 unconnected molecules or ions with the total composition C8H11O2.

Output
Orbital gap (eV): 5.993
Net charge: -1
HOMO (Eh): -0.08699
LUMO level (eV): 3.626

The geometry in XYZ format:
```
21
C8H11O2 | the Open Molecules 2025 dataset | ωB97M-V with the def2-TZVPD basis set
C -1.360 -2.744 -0.292
C -0.926 -1.607 -0.383
C -2.779 0.535 -0.067
C 0.963 1.712 -0.502
C 1.775 -0.624 -0.241
C 0.435 0.339 1.582
C -0.553 -0.350 -0.763
C 0.641 0.305 0.015
O -3.289 0.846 -1.075
O -2.977 0.518 1.111
H -1.750 -3.594 0.154
H 0.858 1.938 -1.618
H 0.373 2.534 -0.046
H 2.121 1.796 -0.318
H 1.567 -1.656 -0.083
H 2.781 -0.417 0.151
H 1.789 -0.698 -1.317
H 0.238 -0.679 1.879
H 1.304 0.943 1.887
H -0.495 1.034 1.677
H -0.716 -0.130 -1.751
```

Atom charges from the Löwdin analysis, given in e for atoms 1 to 2: C 0.046; C -0.290


Energies relative to the minimum, eV: #one 2.060; #two 0.000